# 1
{"formula": "C3H4NOP", "method": "ωB97M-V/def2-TZVPD", "elements": ["C", "C", "P", "O", "C", "N", "H", "H", "H", "H"], "positions_angstrom": [[0.685, 0.846, 0.181], [-0.146, -0.276, -0.169], [-2.288, 0.123, -0.148], [-2.477, 1.383, 0.578], [0.309, -1.587, -0.663], [0.110, -1.544, 0.606], [0.960, 1.479, -0.675], [1.544, 0.377, 0.628], [0.395, 1.452, 0.971], [0.908, -2.255, -1.309]], "smiles": "C[C@@]1(P=O)C=N1", "gap_ev": 7.76, "total_charge": 0}

# 2
{"formula": "C4H4N2O", "method": "ωB97M-V/def2-TZVPD", "elements": ["N", "C", "C", "C", "C", "N", "O", "H", "H", "H", "H"], "positions_angstrom": [[2.827, -0.521, 0.589], [1.686, -0.539, 0.150], [0.466, -0.388, -0.326], [-0.754, -0.426, 0.478], [-1.749, 0.480, 0.453], [-1.706, 1.730, -0.218], [-0.913, 1.810, -1.137], [3.345, -1.396, 0.593], [0.398, -0.148, -1.374], [-0.879, -1.238, 1.184], [-2.624, 0.410, 1.093]], "smiles": "N=C=C/C=C\\N=O", "gap_ev": [8.06, 8.07], "total_charge": 0}

# 3
{"formula": "C2H6N2O2", "method": "ωB97M-V/def2-TZVPD", "elements": ["C", "N", "C", "O", "N", "O", "H", "H", "H", "H", "H", "H"], "positions_angstrom": [[-1.777, -0.108, 0.733], [-0.433, 0.245, 0.291], [0.152, -0.141, -0.860], [-0.416, -0.696, -1.772], [1.510, 0.155, -0.909], [2.305, -0.180, 0.256], [-2.022, -1.272, 0.777], [-1.957, 0.467, 1.895], [-2.413, 0.489, -0.124], [0.240, 0.723, 1.007], [2.012, -0.370, -1.698], [2.801, 0.689, 0.406]], "smiles": "CNC(=O)NO", "gap_ev": 10.21, "total_charge": 0}

# 4
{"formula": "C5H9N3O", "method": "ωB97M-V/def2-TZVPD", "elements": ["C", "C", "C", "C", "C", "N", "N", "N", "O", "H", "H", "H", "H", "H", "H", "H", "H", "H"], "positions_angstrom": [[-2.103, 1.063, -0.439], [-2.244, 1.725, -1.630], [0.875, -1.168, -0.055], [-1.070, -0.889, 1.471], [-0.069, -0.158, 0.595], [-0.265, 0.654, -1.652], [-3.174, 2.448, -2.079], [-0.769, 0.427, -0.533], [-1.085, 1.438, -2.385], [-2.773, 0.868, 0.258], [0.271, -1.780, -0.761], [1.651, -0.818, -0.786], [1.369, -1.684, 0.740], [-1.469, -1.795, 1.075], [-1.903, -0.157, 1.806], [-0.539, -1.208, 2.439], [0.516, 0.635, 1.065], [-2.808, 2.858, -2.908]], "gap_ev": [7.92, 7.92], "total_charge": 0}

# 5
{"formula": "C22H21N5O2Rh", "method": "ωB97M-V/def2-TZVPD", "elements": ["Rh", "C", "C", "C", "C", "C", "N", "C", "C", "C", "C", "C", "C", "C", "N", "C", "C", "C", "N", "C", "C", "N", "C", "C", "C", "N", "H", "H", "H", "H", "H", "H", "H", "H", "H", "H", "H", "H", "H", "H", "H", "H", "H", "H", "C", "O", "C", "O", "H", "H", "H"], "positions_angstrom": [[-14.027, 0.808, -2.528], [-13.181, -6.080, -2.261], [-13.476, -4.695, -1.752], [-14.520, -4.283, -0.873], [-14.941, -2.945, -0.835], [-14.428, -1.975, -1.765], [-15.130, -0.890, -2.183], [-16.479, -0.787, -2.059], [-17.344, -1.877, -2.414], [-18.711, -1.828, -2.275], [-19.335, -0.755, -1.605], [-20.828, -0.603, -1.426], [-18.518, 0.287, -1.214], [-17.159, 0.360, -1.529], [-16.563, 1.584, -1.320], [-17.233, 2.778, -0.956], [-16.363, 3.835, -1.028], [-15.106, 3.280, -1.358], [-15.241, 1.962, -1.627], [-13.103, -2.292, -2.234], [-12.694, -3.663, -2.286], [-12.200, -1.392, -2.891], [-10.917, -1.659, -3.395], [-10.427, -0.559, -4.029], [-11.475, 0.401, -3.936], [-12.540, -0.080, -3.290], [-12.790, -6.011, -3.269], [-14.109, -6.628, -2.250], [-12.468, -6.649, -1.650], [-14.992, -5.032, -0.258], [-15.840, -2.663, -0.329], [-16.850, -2.754, -2.828], [-19.320, -2.560, -2.760], [-21.349, -0.521, -2.376], [-21.037, 0.335, -0.877], [-21.294, -1.449, -0.908], [-18.864, 1.147, -0.559], [-18.298, 2.803, -0.787], [-16.506, 4.926, -0.891], [-14.128, 3.781, -1.496], [-11.889, -3.865, -3.017], [-10.357, -2.507, -3.084], [-9.428, -0.277, -4.360], [-11.481, 1.433, -4.300], [-15.901, 0.540, -6.311], [-15.278, 0.323, -5.038], [-14.999, 1.357, -4.222], [-15.179, 2.522, -4.503], [-15.554, -0.280, -6.931], [-15.607, 1.458, -6.777], [-17.007, 0.616, -6.237]], "multiplicity": 5, "gap_ev": [5.93, 6.31], "total_charge": 1}

# 6
{"formula": "C19H32N2O3", "method": "ωB97M-V/def2-TZVPD", "elements": ["C", "C", "O", "C", "O", "C", "C", "C", "C", "C", "C", "C", "N", "C", "C", "C", "N", "C", "C", "O", "C", "C", "C", "C", "H", "H", "H", "H", "H", "H", "H", "H", "H", "H", "H", "H", "H", "H", "H", "H", "H", "H", "H", "H", "H", "H", "H", "H", "H", "H", "H", "H", "H", "H", "H", "H"], "positions_angstrom": [[5.798, 2.267, -3.607], [4.721, 1.352, -4.161], [3.700, 1.212, -3.178], [2.645, 0.442, -3.533], [2.583, -0.094, -4.618], [1.622, 0.327, -2.507], [0.447, -0.443, -2.702], [-0.321, -0.355, -1.575], [-1.695, -0.951, -1.375], [-2.757, 0.158, -1.314], [-2.026, -1.835, -2.586], [-1.775, -1.839, -0.126], [0.358, 0.455, -0.682], [-0.009, 0.787, 0.671], [0.667, -0.113, 1.714], [0.085, 0.166, 3.100], [-1.308, -0.254, 3.172], [-1.446, -1.625, 3.640], [-2.916, -2.040, 3.579], [-3.727, -1.181, 4.345], [-3.587, 0.147, 3.901], [-2.134, 0.615, 3.994], [1.530, 0.872, -1.237], [2.460, 1.802, -0.542], [6.217, 1.844, -2.698], [5.379, 3.243, -3.377], [6.590, 2.385, -4.341], [4.280, 1.764, -5.077], [5.124, 0.360, -4.399], [0.243, -0.983, -3.603], [-3.750, -0.285, -1.287], [-2.648, 0.792, -0.438], [-2.686, 0.788, -2.198], [-3.008, -2.284, -2.455], [-1.295, -2.633, -2.691], [-2.040, -1.251, -3.501], [-0.957, -2.557, -0.127], [-1.740, -1.265, 0.793], [-2.710, -2.397, -0.137], [-1.086, 0.700, 0.796], [0.268, 1.828, 0.862], [1.741, 0.069, 1.735], [0.511, -1.157, 1.448], [0.694, -0.335, 3.868], [0.136, 1.242, 3.289], [-0.856, -2.284, 3.001], [-1.088, -1.727, 4.680], [-3.049, -3.040, 3.995], [-3.254, -2.033, 2.532], [-4.230, 0.755, 4.540], [-3.925, 0.229, 2.857], [-2.059, 1.638, 3.619], [-1.819, 0.597, 5.052], [2.866, 1.360, 0.368], [1.953, 2.730, -0.273], [3.283, 2.037, -1.207]], "smiles": "CCOC(=O)c1cc(C(C)(C)C)n(CCCN2CCOCC2)c1C", "gap_ev": 8.67, "total_charge": 0}

Calculated calculated total energy (eV), listed in the same order as above: -15998.787, -9236.019, -9243.957, -11844.715, -37696.492, -29345.455
Calculated relative energy (zero: lowest compared OMol25 entry of this formula, charge and spin) (eV), listed in the same order as above: 2.226, 4.469, 3.361, 4.693, 0.000, 2.065